[1]
The following is a quantum chemistry calculation of the ion C7H5N2O2 with charge -1 in a non-equilibrium geometry, from the OMol25 dataset.

Positions of all 16 atoms, in Å:
O: -2.632 -0.559 -1.352
O: -2.928 0.233 0.734
N: -0.380 3.002 0.296
N: -0.006 -2.934 0.816
C: -0.595 1.907 -0.010
C: 1.691 0.170 0.853
C: 0.192 -0.229 -1.172
C: 0.569 -0.529 0.245
C: -0.776 0.593 -0.363
C: -2.361 0.000 -0.319
C: 0.248 -1.831 0.641
H: 1.437 0.960 1.650
H: 2.532 0.561 0.172
H: 2.240 -0.623 1.260
H: -0.305 -1.004 -1.850
H: 1.077 0.286 -1.601

Results
ΔE to the lowest compared entry with this formula, charge and spin: 24.8 kcal per mole
LUMO level: 3.5 eV
largest force on an atom: 0.08728 hartree/bohr
orbital gap: 8.5948 eV
net charge: -1


[2]
The following is a quantum chemistry calculation of the molecule C7H5NO2 in a non-equilibrium geometry, from the OMol25 dataset.

Positions of all 15 atoms, in Å:
O: -1.610 -3.351 0.884
O: -1.555 -1.359 -0.262
N: -0.045 -1.521 1.399
C: 0.984 1.661 -0.332
C: 1.020 0.877 0.812
C: -0.561 0.552 -1.513
C: -0.737 -0.295 -0.397
C: -0.998 -2.314 0.789
C: -0.021 -0.153 0.816
C: 0.209 1.677 -1.453
H: 1.925 2.271 -0.197
H: 0.512 2.425 -2.274
H: 1.878 0.760 1.628
H: 0.406 -1.926 2.386
H: -1.409 0.698 -2.286

Results
ΔE to the lowest compared entry with this formula, charge and spin: 37.8 kcal per mole
LUMO level: 0.3 eV
largest force on an atom: 0.12456 hartree/bohr
orbital gap: 9.0062 eV
net charge: 0


[3]
The following is a quantum chemistry calculation of a structure of composition C7H6As3Cl3CuF26O4Pt in a non-equilibrium geometry, from the OMol25 dataset.

Positions of all 51 atoms, in Å:
Pt: 19.848 25.288 23.125
As: 17.297 30.826 20.854
As: 20.392 19.274 22.831
As: 21.143 25.144 16.745
Cu: 23.433 29.894 19.841
Cl: 30.182 30.062 25.208
Cl: 31.061 32.016 27.261
Cl: 29.967 29.347 28.002
F: 17.962 26.262 30.525
F: 18.893 30.574 28.280
F: 19.640 26.175 16.384
F: 20.659 31.343 28.920
F: 18.692 30.623 19.719
F: 18.807 25.605 27.657
F: 21.473 25.034 15.017
F: 18.074 23.955 29.007
F: 15.845 31.000 21.795
F: 22.103 26.646 16.937
F: 20.798 21.052 23.056
F: 22.151 18.994 22.493
F: 20.799 25.175 18.486
F: 19.965 19.637 21.091
F: 20.761 18.909 24.558
F: 20.012 17.575 22.495
F: 17.697 29.378 21.801
F: 19.693 29.439 30.835
F: 16.295 29.849 19.683
F: 21.653 29.124 29.835
F: 18.661 19.666 23.282
F: 18.279 31.825 21.929
F: 22.597 24.092 17.070
F: 19.423 24.862 31.169
F: 16.712 32.247 19.934
F: 20.198 23.629 16.644
O: 20.006 27.856 29.142
O: 22.993 27.865 23.933
O: 22.877 26.582 25.538
O: 24.552 28.124 25.539
C: 18.992 24.937 28.852
C: 19.148 25.733 30.157
C: 20.332 29.130 29.666
C: 20.131 30.177 28.620
C: 29.828 30.681 26.869
C: 20.312 26.771 29.994
C: 23.508 27.483 24.988
H: 28.849 31.149 26.773
H: 19.949 24.433 28.721
H: 21.310 26.355 29.853
H: 20.431 27.225 30.978
H: 20.596 29.951 27.661
H: 24.565 27.744 26.420

Results
ΔE to the lowest compared entry with this formula, charge and spin: 294.2 kcal per mole
LUMO level (alpha / beta): -4.2 / -4.2 eV
2S+1: 3
largest force on an atom: 0.07736 hartree/bohr
orbital gap (alpha / beta): 5.2802 / 5.2281 eV
net charge: -1


[4]
The following is a quantum chemistry calculation of the molecule C7H6BClO2 in a non-equilibrium geometry, from the OMol25 dataset.

Positions of all 17 atoms, in Å:
Cl: -1.633 3.070 1.031
O: 3.021 0.381 1.569
O: 1.279 -1.397 0.861
C: 0.555 -0.760 -1.335
C: -1.716 0.004 0.247
C: -0.448 0.736 0.280
C: -0.666 -1.263 -1.569
C: 0.805 -0.037 -0.082
C: -1.800 -0.971 -0.663
C: -0.334 2.080 0.564
B: 1.963 -0.281 0.940
H: 1.454 -1.042 -1.862
H: -0.949 -1.741 -2.527
H: -2.851 -1.367 -0.918
H: 0.542 2.623 0.428
H: -2.554 0.157 0.737
H: 3.332 -0.191 2.297

Results
LUMO level: -0.4 eV
largest force on an atom: 0.09448 hartree/bohr
orbital gap: 8.2379 eV
net charge: 0


[5]
The following is a quantum chemistry calculation of a cluster of 4 separate species, C7H6BrFNO2 in total in a non-equilibrium geometry, from the OMol25 dataset.

Positions of all 18 atoms, in Å:
Br: 4.964 -0.221 -0.043
F: 4.058 -3.145 -0.296
O: 3.098 1.782 -1.460
O: 3.211 2.175 0.787
N: -1.083 -1.053 1.208
C: -2.069 0.849 -0.523
C: -2.730 -1.617 -0.456
C: -2.526 -0.310 -1.065
C: 3.257 1.836 -0.317
C: -0.971 0.474 1.721
C: -1.859 -1.790 0.549
C: -1.510 1.246 0.786
H: -0.501 0.606 2.666
H: 4.336 -2.223 -0.213
H: -2.108 1.701 -1.193
H: -1.441 2.322 0.914
H: -2.846 -0.244 -2.101
H: -3.279 -2.387 -0.964

Results
ΔE to the lowest compared entry with this formula, charge and spin: 33.5 kcal per mole
LUMO level (alpha / beta): 1.7 / 1.7 eV
largest force on an atom: 0.12973 hartree/bohr
orbital gap (alpha / beta): 6.4016 / 6.3974 eV
net charge: -1


[6]
The following is a quantum chemistry calculation of a cluster of 2 separate species, C7H6ClNO in total in a non-equilibrium geometry, from the OMol25 dataset.

Positions of all 16 atoms, in Å:
Cl: 3.281 0.916 0.504
O: 1.202 -1.220 1.315
N: 3.008 -1.666 -0.607
C: 3.004 -0.656 -0.046
C: -0.378 -1.030 -0.442
C: -0.073 0.772 1.135
C: -1.470 -0.241 -1.036
C: 0.301 -0.577 0.721
C: -1.791 0.991 -0.598
C: -1.142 1.441 0.550
H: -2.560 1.572 -1.073
H: -1.326 2.454 0.894
H: -0.773 -1.937 -0.108
H: -1.949 -0.754 -1.875
H: 0.243 -1.247 -1.281
H: 0.423 1.183 1.948

Results
ΔE to the lowest compared entry with this formula, charge and spin: 36.0 kcal per mole
LUMO level (alpha / beta): -0.5 / -0.5 eV
largest force on an atom: 0.07969 hartree/bohr
orbital gap (alpha / beta): 8.5000 / 8.5012 eV
net charge: 0